Version 1
# C4H9NO2S

One molecule with the formula C4H9NO2S (wB97M-V/def2-TZVPD, the OMol25 dataset).

XYZ file:
```
17
Properties=species:S:1:pos:R:3
C 0.915 -0.462 1.029
C 1.106 0.785 0.264
C 2.405 1.093 -0.432
C -2.400 -1.372 -0.624
N 0.329 -0.301 -0.275
O -1.937 1.247 -0.875
O -1.860 0.284 1.389
S -1.627 0.148 -0.019
H 1.711 -1.198 1.070
H 0.252 -0.448 1.885
H 0.543 1.651 0.600
H 2.219 1.692 -1.322
H 2.891 0.168 -0.732
H 3.065 1.648 0.232
H -3.473 -1.241 -0.565
H -2.073 -1.517 -1.643
H -2.067 -2.175 0.019
```

Calculated values
Lowest unoccupied orbital energy (alpha / beta) in eV: 0.883 / -2.894
Expectation value of S²: 2.01
Multiplicity: 3

=====

Version 2
# C4H9NO2S

One molecule with the formula C4H9NO2S (wB97M-V/def2-TZVPD, the OMol25 dataset).

XYZ file:
```
17
Properties=species:S:1:pos:R:3
C 1.454 0.639 -0.001
C -0.616 -0.202 1.500
C 0.290 -0.203 -0.874
C -0.997 -0.178 -0.021
N 0.755 -1.532 -1.141
O 1.334 2.005 0.021
O 2.438 0.106 0.407
S -2.017 1.254 -0.319
H 0.088 0.559 1.785
H -1.431 -0.110 2.179
H -0.067 -1.145 1.828
H 0.057 0.372 -1.797
H -1.563 -1.043 -0.244
H 1.758 -1.482 -1.486
H 0.585 2.364 -0.462
H 0.748 -1.987 -0.142
H -2.816 0.583 -1.232
```

Calculated values
Lowest unoccupied orbital energy (alpha / beta) in eV: 0.536 / -3.052
Expectation value of S²: 2.01
Multiplicity: 3

=====

If you had to bet on the most stable structure above, which would it be? Bet on version 2.